The following is a DFT calculation (ωB97M-V/def2-TZVPD) of a molecular structure, C23H33BClN2NaO2Sb.

Energy relative to the best compared isomer or geometry (same formula, charge and spin)   12.40 kcal per mole
Total charge   -1
Energy   -2043.85749 hartree

XYZ file:
```
64
Properties=species:S:1:pos:R:3:forces:R:3:nbo_charge:R:1
Na 1.235738 0.001007 -0.608171 0.1 1.1 -0.8 0.73
C -1.248630 -3.325409 -2.377426 0.0 0.1 0.0 -1.00
Sb -0.667056 -1.274867 -2.773907 -0.4 -0.8 -0.5 1.02
C -1.297980 -1.498730 -4.840297 0.0 0.1 0.2 -0.98
C 1.361198 -1.836514 -3.195812 0.0 0.1 0.0 -1.01
H -0.848989 -3.983554 -3.144754 0.1 0.0 -0.1 0.21
H -2.332472 -3.408121 -2.372727 -0.2 0.0 0.0 0.21
H -0.870522 -3.635229 -1.412297 0.1 0.0 0.2 0.23
H -1.005930 -2.470647 -5.233435 0.1 -0.1 0.2 0.21
H -0.829138 -0.722349 -5.429077 0.0 0.1 -0.1 0.24
H -2.377076 -1.399859 -4.931318 -0.1 0.0 0.1 0.21
H 1.393879 -2.593542 -3.978030 -0.1 -0.1 0.0 0.22
H 1.804937 -2.229260 -2.284166 0.1 -0.1 0.1 0.23
H 1.922439 -0.966620 -3.522881 0.1 0.1 0.0 0.24
N 0.504708 3.180224 3.325575 0.3 -0.1 0.2 -0.55
C 0.618285 2.159625 2.418242 -0.2 0.0 -0.1 0.22
N -0.270294 2.220695 1.475838 0.3 -0.6 -0.4 -0.48
C -1.024749 3.332217 1.739749 0.0 0.5 0.5 0.15
C -2.108678 3.869592 1.050349 0.1 0.0 0.1 -0.22
C -2.677171 5.022394 1.554418 -0.2 -0.1 -0.2 -0.23
C -2.207195 5.625319 2.720282 0.2 0.1 0.3 -0.23
C -1.133914 5.106115 3.426155 -0.1 0.1 0.0 -0.25
C -0.548923 3.957693 2.917820 -0.4 0.0 -0.5 0.09
H 1.086856 3.332686 4.130719 0.0 -0.1 -0.1 0.41
H 1.347641 1.374352 2.489751 0.2 -0.2 0.1 0.24
H -2.475252 3.398707 0.152880 0.0 -0.1 -0.1 0.23
H -3.512087 5.475074 1.038610 -0.1 0.0 0.0 0.21
H -2.691124 6.519864 3.086504 0.0 0.1 0.0 0.20
H -0.771223 5.570835 4.332699 0.0 0.1 0.0 0.21
C -0.102517 -2.508108 4.331436 0.1 0.1 -0.4 -0.62
C -0.217433 -1.992852 2.894499 -0.7 -0.1 0.2 0.24
C -1.442448 -1.072523 2.794696 0.4 -0.2 -0.1 -0.63
O 0.922707 -1.215473 2.561257 0.4 0.0 0.2 -0.79
B 1.278571 -1.399294 1.215354 -0.1 -0.3 0.3 0.32
O 0.470003 -2.461945 0.719486 0.1 0.0 0.0 -0.80
C -0.224732 -3.090355 1.792191 -0.1 -0.6 0.6 0.24
C 0.572387 -4.333682 2.222663 -0.1 0.4 -0.2 -0.63
C -1.614287 -3.542363 1.345590 0.4 0.2 0.0 -0.63
H -0.210570 -1.668971 5.017332 0.0 0.0 0.1 0.21
H 0.866182 -2.967947 4.506451 0.1 -0.1 0.0 0.22
H -0.886554 -3.233839 4.542996 -0.1 -0.1 0.1 0.20
H -1.311360 -0.237518 3.480541 0.0 0.1 0.0 0.21
H -2.358515 -1.601895 3.047357 -0.1 0.0 0.0 0.20
H -1.506865 -0.669488 1.787249 -0.1 0.1 -0.1 0.23
H 1.570823 -4.042021 2.537258 0.1 0.0 0.1 0.22
H 0.663693 -5.005335 1.371331 0.0 0.0 -0.1 0.21
H 0.070421 -4.858596 3.033600 0.0 -0.1 0.1 0.19
H -2.118399 -2.747328 0.803300 -0.1 0.1 0.0 0.22
H -2.213814 -3.838058 2.206087 -0.1 0.0 0.1 0.20
H -1.514532 -4.399781 0.681670 -0.1 0.0 0.0 0.21
Cl 0.279417 1.627798 -5.274542 -0.1 0.2 -0.1 -0.09
C 1.549771 1.689904 -4.069532 -0.1 -0.2 -0.1 -0.04
C 2.801057 1.303690 -4.459447 0.2 0.1 0.1 -0.24
C 3.859048 1.326286 -3.553734 0.3 -0.1 -0.1 -0.39
C 3.605742 1.791776 -2.262348 0.4 0.0 -0.1 -0.19
C 2.354078 2.181203 -1.874958 0.0 0.0 0.4 -0.36
C 1.207108 2.097673 -2.738882 0.0 0.1 -0.1 -0.12
C -0.056954 2.379468 -2.311602 -0.5 0.3 0.1 -0.70
H 2.958687 0.999015 -5.486360 0.0 -0.1 0.0 0.21
H 4.844084 1.000519 -3.850900 0.1 0.0 0.0 0.20
H 4.428594 1.882512 -1.559301 0.0 -0.1 0.0 0.20
H 2.199351 2.573415 -0.871111 0.0 0.0 -0.1 0.20
H -0.890912 2.410873 -2.994086 -0.1 -0.1 -0.1 0.19
H -0.209111 2.821544 -1.340836 0.0 -0.1 0.3 0.19
```
Forces are in eV/Å.

***

The following is a DFT calculation (ωB97M-V/def2-TZVPD) of 3 unconnected molecules or ions with the total composition C23H33BClO10PS.

Energy relative to the best compared isomer or geometry (same formula, charge and spin)   23.73 kcal per mole
Energy   -2872.90143 hartree

XYZ file:
```
70
Properties=species:S:1:pos:R:3:forces:R:3:nbo_charge:R:1
C -2.737870 0.764496 3.964231 0.8 0.2 -0.1 -0.65
C -1.561614 -0.229033 3.770342 -0.9 0.2 0.7 -0.06
O -2.026246 -1.524305 3.409147 0.4 0.1 -0.6 -0.54
C -2.566390 -1.526265 2.098128 -0.9 0.1 -0.8 -0.07
C -2.620654 -2.943703 1.487389 -0.2 0.1 0.9 -0.79
P -0.888900 -3.627026 0.958310 -0.4 0.7 0.1 0.97
C -0.805018 -2.392377 -0.445527 -0.7 -0.2 -1.0 -0.72
C -0.442097 -2.971512 -1.855207 0.2 0.8 -0.3 -0.40
C 0.778070 -2.177068 -2.414950 -0.6 -0.3 -0.1 -0.43
C 1.478368 -2.850324 -3.619098 0.6 0.3 1.1 -0.60
S 3.184435 -2.168422 -3.705881 0.4 2.5 -1.6 2.06
O 3.282484 -0.923609 -2.985833 -0.3 -1.0 1.0 -0.93
O 3.564253 -1.983096 -5.079564 -0.2 -1.4 0.0 -0.90
Cl 4.505283 -3.489946 -2.836166 -0.7 0.0 -0.1 -0.20
C 0.840718 -4.376133 0.616502 2.0 1.6 0.2 -0.82
C 1.973011 -3.291753 0.848819 -0.1 -3.8 1.3 0.25
C 3.485668 -3.840568 0.523941 0.0 1.6 -0.6 -0.50
O 2.810029 -3.515306 1.924990 -1.7 2.5 -1.4 -0.48
B -1.682638 -5.386961 0.901450 -0.2 -1.2 0.2 0.86
O -1.640318 -6.180648 2.051257 0.5 0.3 -0.7 -0.91
O -2.317398 -5.926660 -0.185156 -0.1 0.4 0.5 -0.88
H -3.030911 1.203277 2.998777 -0.1 -0.2 0.3 0.20
H -2.365063 1.586840 4.599840 -0.3 -0.2 -0.2 0.21
H -3.602150 0.291820 4.450962 0.3 0.1 -0.2 0.22
H -0.866977 0.195472 3.021535 -0.1 -0.4 0.2 0.16
H -1.040209 -0.361730 4.730193 -0.1 0.0 -0.4 0.19
H -3.607644 -1.136055 2.088223 0.4 0.0 0.3 0.17
H -1.987597 -0.810429 1.471981 -0.1 -0.4 0.1 0.15
H -3.026752 -3.605307 2.285188 0.3 0.2 -0.3 0.22
H -3.367749 -3.000485 0.671159 0.4 0.2 0.2 0.22
H -0.397591 -3.188942 2.237031 -0.1 -0.2 -0.2 -0.02
H -1.814655 -1.964433 -0.537430 0.4 -0.2 0.2 0.24
H -0.164617 -1.516934 -0.241479 -0.1 -0.5 0.2 0.24
H -1.282989 -2.738828 -2.532401 0.2 -0.3 0.3 0.21
H -0.317430 -4.062506 -1.894708 0.1 0.3 0.2 0.21
H 0.382274 -1.213343 -2.769484 0.3 -0.3 0.2 0.25
H 1.468391 -1.906017 -1.601964 0.0 -0.4 -0.4 0.22
H 1.004352 -2.514504 -4.549932 0.5 -0.4 0.0 0.27
H 1.589340 -3.939860 -3.540838 -0.2 0.3 -0.1 0.25
H 1.091973 -5.115293 1.401092 -0.2 0.0 -0.5 0.23
H 1.023599 -4.803388 -0.378659 -0.3 0.0 0.3 0.23
H 1.754111 -2.245558 0.567407 0.4 -0.5 0.2 0.19
H 3.604789 -2.889997 -0.117374 0.2 0.3 1.1 0.19
H 4.445041 -3.643393 1.034280 0.3 -1.5 -0.7 0.31
H -0.790527 -6.075244 2.501765 -0.4 0.1 0.3 0.50
H -2.693205 -6.785739 0.071186 0.1 0.2 -0.2 0.50
C 2.834493 2.077290 -2.094955 0.1 0.0 0.1 -0.24
C 3.528452 3.211720 -2.024382 -0.1 -0.1 0.0 -0.22
C 2.864992 4.530627 -2.153990 0.1 0.1 0.0 0.47
O 3.497035 5.564271 -2.091433 0.0 0.0 0.0 -0.49
C 1.397337 4.540059 -2.363244 -0.1 0.0 0.0 -0.23
C 0.701980 3.408311 -2.433717 -0.1 0.1 0.0 -0.22
C 1.365466 2.089102 -2.304299 0.1 0.0 0.0 0.49
O 0.725790 1.058488 -2.365890 0.0 0.1 0.1 -0.52
H 3.302327 1.106406 -2.003643 -0.1 0.0 0.0 0.26
H 4.599986 3.224820 -1.870893 0.0 0.0 0.0 0.23
H 0.929395 5.512364 -2.454678 0.0 0.0 0.0 0.23
H -0.370460 3.398098 -2.586207 0.0 0.0 0.0 0.24
C -1.216552 8.149935 0.780855 0.0 0.0 -0.1 -0.23
C -1.522281 7.447697 -0.307457 0.0 0.1 0.0 -0.23
C -1.828465 5.999892 -0.226806 0.0 -0.1 -0.1 0.48
O -2.105150 5.357802 -1.219044 0.1 0.0 0.0 -0.50
C -1.783008 5.363818 1.111322 0.0 0.0 0.1 -0.24
C -1.477432 6.065376 2.199936 0.0 -0.1 -0.1 -0.21
C -1.170953 7.514214 2.120002 0.0 0.1 0.1 0.47
O -0.894564 8.154258 3.111158 0.0 0.0 0.0 -0.48
H -0.989242 9.207593 0.742217 0.0 0.0 0.0 0.24
H -1.561151 7.894720 -1.292810 0.0 0.0 0.0 0.23
H -2.010342 4.305856 1.149419 0.0 0.0 0.0 0.23
H -1.438634 5.618077 3.185067 0.0 0.0 0.0 0.23
```
Forces are in eV/Å.

***

The following is a DFT calculation (ωB97M-V/def2-TZVPD) of a molecular structure, C23H33Br27NbO5S.

Total charge   -1
Energy   -71225.70777 hartree

XYZ file:
```
90
Properties=species:S:1:pos:R:3:forces:R:3:mulliken_charge:R:1
C -1.484535 -0.099929 -0.040574 1.1 -0.3 0.4 -1.47
C -0.420166 -1.023941 0.603407 -0.3 -0.2 -0.6 0.90
C -1.039261 -2.337167 1.105125 -0.3 -0.9 0.0 0.59
C -1.237264 -3.312320 -0.075368 -0.4 0.5 0.2 -1.77
Nb 0.088706 -3.216950 2.895972 0.8 2.5 0.1 -1.04
C -1.043733 -1.707312 4.175736 0.7 -0.5 -0.5 -0.28
C -0.280224 -0.404744 4.387515 -0.2 0.2 0.4 -0.01
O 0.802440 -0.565365 5.310321 0.0 0.1 0.1 -0.65
C 1.065306 -4.830818 1.563607 0.1 0.2 0.4 -0.87
S 1.950674 -6.048195 2.458403 -1.3 -1.6 -0.7 0.95
O 2.719029 -6.902231 1.575651 0.9 0.7 0.0 -0.67
O 0.983641 -6.797108 3.231495 0.0 0.4 0.5 -0.64
O 1.725773 -1.951284 2.852457 -0.4 -0.5 -0.6 -0.38
C 2.778865 -2.090399 2.084664 1.5 0.6 -0.1 -0.07
O 3.576560 -2.996198 2.148424 -0.2 -0.7 0.0 -0.57
C 3.153075 -0.928152 1.183121 -1.0 0.3 0.6 0.72
C 3.126507 0.339855 1.758461 -0.1 0.3 -0.1 -0.04
C 3.478819 1.469054 1.030154 0.0 -0.6 -0.1 -1.10
C 3.853748 1.307686 -0.297381 0.3 0.2 0.4 0.06
C 3.879806 0.041625 -0.875402 0.6 0.1 0.3 -1.30
C 3.518138 -1.084457 -0.145848 0.3 0.1 0.2 -0.14
H -1.059468 0.901959 -0.118007 -0.4 0.2 0.0 0.49
H -2.375691 -0.123266 0.582439 -0.2 0.2 -0.2 0.22
H -1.690109 -0.460448 -1.047616 -0.4 0.1 0.0 0.22
H 0.255892 -1.304095 -0.209806 0.3 0.0 0.2 -0.03
H 0.189583 -0.481751 1.327388 -0.2 0.0 0.2 -0.11
H -2.043916 -2.103437 1.475019 0.0 -0.1 0.1 0.49
H -1.685075 -4.234945 0.290355 0.1 -0.1 -0.2 0.36
H -1.924037 -2.884343 -0.818167 0.0 -0.1 -0.1 0.41
H -0.297646 -3.530774 -0.585723 0.0 -0.1 0.0 0.32
H 0.748257 -3.995177 4.430907 -0.6 -0.5 0.0 -0.01
H -1.308283 -4.334021 3.050540 0.2 0.0 0.1 0.03
H -1.968453 -1.489742 3.633641 -0.2 0.0 0.2 0.05
H -1.257312 -2.117352 5.161525 -0.2 0.0 0.0 0.38
H -0.955794 0.329301 4.845478 0.0 0.1 -0.1 0.23
H 0.097837 0.040317 3.463131 -0.1 -0.1 -0.1 0.00
H 1.623496 -0.418208 4.838603 0.1 -0.2 -0.1 0.33
H 1.666668 -4.414967 0.751749 0.3 0.0 0.1 0.40
H 0.265007 -5.411992 1.102318 -0.1 -0.1 0.1 0.45
H 2.753447 -5.407310 3.342069 0.1 0.2 -0.3 0.10
H 2.821319 0.470644 2.788521 -0.1 -0.2 0.0 0.31
H 3.442854 2.436671 1.509854 0.1 0.1 -0.1 0.43
H 4.145497 2.188574 -0.854873 -0.1 -0.1 -0.2 0.48
H 4.182135 -0.038261 -1.909866 0.0 -0.2 0.0 0.59
H 3.529939 -2.072187 -0.585713 0.0 0.0 0.0 0.48
C 0.799968 0.606728 -3.922935 -0.2 -0.1 0.3 -0.47
Br 0.405551 2.447111 -4.350038 0.0 0.0 0.0 -0.02
Br 2.071340 -0.154643 -5.161981 -0.1 0.1 -0.1 -0.04
Br 1.392579 0.402879 -2.105623 -0.6 0.2 -0.9 0.15
H -0.120258 0.051251 -4.037977 0.0 0.0 -0.1 0.47
C -4.838724 -0.930784 6.061007 0.0 0.0 0.0 -0.35
Br -5.297201 -1.864386 4.440919 0.1 0.0 0.0 -0.02
Br -3.655025 -1.960787 7.171594 0.0 0.0 0.0 -0.04
Br -4.134666 0.821825 5.690342 0.1 -0.1 -0.1 0.06
H -5.753750 -0.789344 6.618661 0.0 0.0 0.0 0.35
C 1.007248 2.510325 -8.018164 0.0 0.0 0.0 0.63
Br 1.205037 1.122962 -9.337972 -0.1 0.0 0.0 0.03
Br 2.411519 3.818989 -8.145949 0.0 0.0 0.0 -0.01
Br -0.735339 3.321933 -8.096161 0.0 0.0 0.0 -0.03
H 1.097979 2.041279 -7.047723 0.0 0.0 0.0 -0.62
C 5.465319 -1.206479 -6.781872 0.0 0.0 0.0 -0.44
Br 5.705331 0.380126 -5.719923 0.1 0.0 0.0 0.07
Br 4.229324 -0.901734 -8.223554 0.0 0.0 0.0 0.05
Br 7.145229 -1.910693 -7.404326 0.0 0.0 0.0 -0.06
H 5.024749 -1.957085 -6.140724 0.0 0.0 0.0 0.38
C -7.746845 2.742434 5.594979 0.0 0.0 0.0 -0.39
Br -6.323911 3.835337 4.902578 0.0 0.0 0.0 0.11
Br -8.177425 1.300965 4.393309 0.1 0.0 0.0 -0.05
Br -7.361804 2.101390 7.370228 0.0 0.0 0.0 -0.03
H -8.622311 3.370533 5.670261 0.0 0.0 0.0 0.39
C -5.051471 3.707245 1.182514 0.0 -0.1 0.1 -0.35
Br -3.874453 2.257688 1.623018 0.0 0.1 0.0 0.18
Br -4.437810 5.381480 1.914822 0.0 0.0 0.0 -0.02
Br -5.353950 3.833750 -0.715575 0.0 0.0 0.0 -0.05
H -6.005885 3.494849 1.644244 0.0 0.0 0.0 0.26
C 8.071438 2.977954 -3.335867 0.0 0.0 0.0 -0.31
Br 6.642461 2.086945 -2.405614 0.1 0.0 0.0 0.12
Br 7.834684 4.889242 -3.339405 0.0 0.0 0.0 -0.02
Br 9.793746 2.475162 -2.639580 0.0 0.0 0.0 -0.02
H 8.037138 2.651345 -4.365521 0.0 0.0 0.0 0.27
C -0.223086 -1.516849 -12.484513 0.0 0.0 0.0 -0.31
Br -1.783714 -2.328782 -11.707583 0.0 0.0 0.0 0.00
Br 1.352900 -1.864183 -11.435841 0.0 0.0 0.0 0.00
Br 0.017009 -2.042923 -14.320764 0.0 0.0 0.0 -0.02
H -0.381366 -0.447968 -12.476490 0.0 0.0 0.0 0.31
C -6.019579 7.485439 7.252001 0.0 -0.1 0.0 -0.34
Br -4.663705 7.156801 5.928970 0.0 0.0 0.0 -0.01
Br -7.788797 7.388629 6.494741 0.0 0.0 0.0 -0.02
Br -5.830203 6.312012 8.764776 0.0 0.0 -0.1 0.00
H -5.881323 8.495190 7.609006 0.0 0.0 0.0 0.33
```
Forces are in eV/Å.

***

Table of max |F| (eV Å⁻¹), in record order: 1.372, 3.975, 2.574